DFT (ωB97M-V with the def2-TZVPD basis set) results for a molecular structure, C7H22ClI2IrOP2 in a non-equilibrium geometry.

Structure (XYZ):
```
36
Properties=species:S:1:pos:R:3:lowdin_charge:R:1
I 0.2941 2.9936 1.7459 1.288
I 0.1299 -2.2607 3.0873 0.950
Ir -0.1825 -0.6265 -1.6668 0.729
P -1.9635 -0.0298 -0.3788 0.721
C -3.0094 -0.0053 1.2211 -0.177
C -2.7744 1.2834 -1.3896 -0.255
H -3.8938 1.1744 -1.5732 0.111
H -3.8909 -1.3385 -1.4390 0.109
H -2.2805 1.2793 -2.3897 -0.010
H -2.2957 -1.4936 -2.2790 0.040
H -2.9399 0.9130 1.8200 0.047
H -2.6061 2.2915 -0.9506 0.061
C -2.7901 -1.4253 -1.2730 -0.265
H -4.1067 -0.0877 1.0503 0.099
H -2.6136 -2.3800 -0.7497 0.066
H -2.7966 -0.8342 1.9149 0.045
P 1.8770 -0.0525 -0.3139 0.770
C 2.9605 0.0105 1.2482 -0.199
C 2.7122 -1.4277 -1.1994 -0.284
H 2.2265 1.2741 -2.3081 0.004
H 3.8301 1.1174 -1.4566 0.115
H 2.5566 2.2729 -0.8276 0.047
C 2.7034 1.2720 -1.3009 -0.258
H 2.2417 -1.4735 -2.2127 0.040
H 3.8264 -1.3171 -1.3425 0.104
H 4.0515 -0.1199 1.0680 0.099
H 2.7100 -0.7859 1.9695 0.028
H 2.5415 -2.3912 -0.6803 0.066
H 2.9295 0.9507 1.8198 0.043
Cl -0.0861 0.7353 -3.7112 0.108
C -0.1048 1.0634 3.2139 -0.341
O 0.1119 0.2688 1.8494 -0.592
H -1.1363 1.4885 3.2086 0.049
H 0.7248 1.9267 3.2869 -0.059
H 0.0400 0.5008 4.1348 0.080
H 0.1458 -0.6322 2.3265 -0.378
```

Gap between HOMO and LUMO (spin up / spin down) in Eh: 0.26038 / 0.19949
2S+1: 6
E_HOMO (spin up / spin down) in eV: -19.90 / -19.90
Molecular weight in g/mol: 665.7
Net charge: +3
Energy above the lowest of the compared OMol25 structures with the same formula, charge and spin in kcal/mol: 161.5